{
  "formula": "C28H77AsF6N7O7",
  "method": "ωB97M-V/def2-TZVPD",
  "symbols": ["As", "F", "F", "F", "F", "F", "F", "C", "C", "C", "O", "C", "N", "H", "H", "H", "H", "H", "H", "H", "H", "H", "H", "H", "C", "C", "C", "O", "C", "N", "H", "H", "H", "H", "H", "H", "H", "H", "H", "H", "H", "C", "C", "C", "O", "C", "N", "H", "H", "H", "H", "H", "H", "H", "H", "H", "H", "H", "C", "C", "C", "O", "C", "N", "H", "H", "H", "H", "H", "H", "H", "H", "H", "H", "H", "C", "C", "C", "O", "C", "N", "H", "H", "H", "H", "H", "H", "H", "H", "H", "H", "H", "C", "C", "C", "O", "C", "N", "H", "H", "H", "H", "H", "H", "H", "H", "H", "H", "H", "C", "C", "C", "O", "C", "N", "H", "H", "H", "H", "H", "H", "H", "H", "H", "H", "H"],
  "xyz": [[24.246, -14.459, 3.401], [22.729, -15.234, 3.716], [24.348, -15.113, 1.789], [25.764, -13.656, 3.245], [24.072, -13.704, 4.997], [25.080, -15.838, 4.094], [23.427, -13.100, 2.652], [22.442, -18.164, 0.320], [22.050, -17.497, -0.996], [20.573, -17.786, -1.235], [20.151, -17.185, -2.424], [18.824, -17.436, -2.786], [22.308, -16.010, -0.916], [22.248, -19.241, 0.192], [21.807, -17.889, 1.171], [23.454, -18.037, 0.701], [22.638, -17.947, -1.804], [19.970, -17.483, -0.369], [20.486, -18.887, -1.221], [18.579, -16.723, -3.575], [18.143, -17.276, -1.941], [18.638, -18.431, -3.205], [22.853, -15.998, -0.063], [21.391, -15.617, -0.692], [19.215, -14.956, 2.045], [19.489, -13.861, 1.017], [20.826, -13.130, 1.240], [21.237, -12.267, 0.207], [20.406, -11.126, 0.080], [19.600, -14.561, -0.272], [19.255, -14.516, 3.050], [20.051, -15.656, 2.038], [18.232, -15.408, 1.930], [18.657, -13.144, 0.970], [21.534, -13.948, 1.399], [20.951, -12.622, 2.202], [19.371, -11.430, -0.090], [20.734, -10.485, -0.736], [20.491, -10.552, 1.008], [18.696, -14.883, -0.596], [20.013, -13.991, -1.004], [23.974, -10.507, -0.911], [24.776, -11.803, -0.958], [25.882, -11.780, 0.072], [26.698, -12.931, -0.122], [27.999, -12.715, 0.414], [23.886, -12.999, -0.779], [23.059, -10.684, -1.484], [24.554, -9.631, -1.202], [23.554, -10.290, 0.080], [25.239, -11.829, -1.951], [25.492, -11.771, 1.097], [26.500, -10.877, -0.053], [28.495, -11.951, -0.190], [28.530, -13.662, 0.355], [27.911, -12.414, 1.462], [24.245, -13.376, 0.100], [23.010, -12.578, -0.437], [28.837, -13.495, 6.059], [28.153, -14.806, 6.407], [26.817, -14.624, 7.130], [26.365, -15.901, 7.505], [25.186, -15.885, 8.270], [27.886, -15.477, 5.114], [28.413, -13.007, 5.183], [29.882, -13.680, 5.790], [28.908, -12.790, 6.891], [28.801, -15.448, 7.006], [26.043, -14.150, 6.513], [26.962, -13.942, 7.984], [25.346, -15.378, 9.229], [24.863, -16.910, 8.440], [24.391, -15.325, 7.762], [27.650, -14.822, 4.371], [26.976, -15.933, 5.159], [25.979, -19.982, 7.411], [26.829, -19.373, 6.309], [25.943, -18.615, 5.339], [24.967, -19.455, 4.740], [23.892, -18.757, 4.132], [27.793, -18.478, 6.958], [25.361, -20.813, 7.057], [25.311, -19.248, 7.867], [26.580, -20.478, 8.177], [27.387, -20.174, 5.819], [26.540, -18.202, 4.512], [25.488, -17.755, 5.842], [23.064, -19.468, 4.181], [24.106, -18.594, 3.072], [23.586, -17.808, 4.571], [27.320, -17.693, 7.408], [28.324, -18.035, 6.208], [18.812, -10.144, 5.804], [19.803, -10.553, 4.733], [20.744, -11.686, 5.113], [20.021, -12.888, 5.201], [20.592, -13.897, 5.993], [19.112, -10.959, 3.485], [18.026, -9.529, 5.362], [19.193, -9.593, 6.670], [18.354, -11.036, 6.245], [20.403, -9.692, 4.420], [21.218, -11.416, 6.068], [21.564, -11.801, 4.396], [20.794, -13.579, 7.023], [21.535, -14.288, 5.599], [19.890, -14.729, 6.000], [18.707, -11.874, 3.676], [18.348, -10.315, 3.316], [25.142, -10.340, 3.535], [25.409, -10.064, 5.029], [24.193, -9.662, 5.814], [23.720, -8.402, 5.386], [22.531, -8.044, 6.059], [26.089, -11.232, 5.604], [26.070, -10.320, 2.969], [24.442, -9.563, 3.199], [24.613, -11.287, 3.399], [26.089, -9.205, 5.038], [24.460, -9.581, 6.881], [23.434, -10.457, 5.852], [21.715, -8.757, 5.919], [22.247, -7.061, 5.689], [22.767, -7.988, 7.130], [25.518, -12.054, 5.422], [26.950, -11.436, 5.115]],
  "forces_ev_per_a": [[-0.3, 0.1, 0.0], [-0.1, -0.2, -0.3], [0.1, -0.3, 0.6], [0.3, 0.2, -0.1], [0.2, -0.1, -0.3], [-0.3, 0.4, -0.2], [0.2, 0.0, 0.5], [-0.7, -1.2, 0.3], [0.1, 1.3, 0.6], [0.6, -0.9, 0.5], [0.0, -0.1, -0.3], [-0.2, 0.3, -0.1], [-0.4, -1.9, 0.0], [0.4, 0.0, 0.2], [-0.2, 0.4, -0.3], [0.2, 0.2, -0.6], [-0.1, 0.1, 0.0], [0.0, 0.5, -0.1], [-0.2, 0.0, -0.6], [-0.1, 0.1, 0.1], [0.0, 0.0, 0.0], [0.3, -0.2, 0.2], [0.2, 1.1, 0.0], [0.4, 0.3, 0.1], [0.7, 1.3, 1.0], [-0.2, 0.1, -0.8], [0.2, -1.0, 1.3], [-0.3, -0.2, -0.7], [0.1, 0.0, 0.7], [0.0, 0.1, -0.4], [-0.2, 0.0, 0.0], [-0.3, -0.3, -0.3], [0.1, -0.2, -0.3], [0.0, 0.0, 0.4], [0.5, 0.2, -0.9], [-0.9, 0.2, 0.0], [-0.1, 0.2, 0.0], [0.2, -0.3, -0.2], [-0.4, 0.1, 0.0], [0.0, 0.0, 0.0], [0.0, 0.1, 0.1], [-0.7, -0.3, 0.7], [-0.4, 0.0, 0.0], [0.4, -0.2, -0.4], [0.4, 0.3, 0.2], [-1.0, -0.4, -0.2], [0.5, 1.6, 0.9], [0.3, 0.5, -0.6], [-0.2, 0.0, -0.4], [0.4, -0.2, 0.2], [0.1, -0.3, 0.0], [-0.2, 0.0, 0.0], [0.0, 0.1, -0.1], [0.3, 0.1, 0.2], [0.1, 0.0, 0.0], [0.2, 0.1, 0.1], [-0.1, -0.8, -0.3], [0.2, -0.6, -0.5], [1.0, 0.2, 0.5], [-1.3, 0.4, -1.6], [0.4, 0.8, 0.3], [0.0, -0.3, 0.4], [-0.2, 0.6, 0.0], [-0.4, -0.7, -0.2], [-0.4, 0.0, 0.2], [-0.1, -0.2, -0.1], [-0.4, 0.0, 0.0], [0.0, 0.1, 0.1], [0.3, 0.0, -0.3], [-0.1, -0.4, 0.3], [0.1, -0.1, 0.1], [0.1, 0.0, 0.0], [0.0, -0.1, -0.2], [0.5, 0.4, 0.2], [0.3, -0.5, 0.3], [-0.3, -1.2, 0.1], [-0.4, 0.1, 1.0], [0.2, 0.1, -1.2], [-0.2, 0.3, 0.8], [-0.2, -1.0, -0.6], [0.5, 0.2, -0.6], [-0.2, 0.4, -0.3], [0.1, 0.1, 0.1], [0.3, 0.5, 0.1], [-0.1, 0.1, -0.2], [0.2, 0.2, 0.2], [-0.1, -0.1, 0.2], [-0.2, 0.2, -0.1], [0.1, 0.2, 0.0], [0.3, 0.0, 0.3], [-0.1, -0.3, -0.1], [0.1, 0.1, 0.2], [-0.3, -0.3, 0.7], [0.0, 0.1, -1.2], [0.5, 0.3, 0.3], [-0.5, 0.2, 0.1], [0.4, -0.6, 0.1], [0.0, -0.2, 0.5], [0.0, 0.0, 0.0], [0.4, 0.1, -0.3], [-0.2, 0.0, -0.2], [0.2, 0.0, 0.3], [-0.1, -0.2, 0.2], [-0.1, 0.1, -0.2], [-0.2, 0.2, 0.0], [0.0, 0.2, -0.2], [-0.1, 0.1, 0.1], [-0.1, 0.1, -0.2], [0.0, -0.1, -0.1], [-1.3, 0.7, 0.6], [1.1, -0.6, -1.5], [0.2, -0.3, 1.3], [-0.5, -0.5, -0.5], [0.7, 0.2, 0.3], [-0.4, 0.1, 0.8], [0.0, 0.0, -0.1], [0.3, 0.0, -0.4], [0.3, 0.0, 0.0], [0.1, 0.0, 0.4], [0.3, 0.1, 0.0], [-0.3, 0.1, -0.7], [0.0, -0.1, -0.1], [-0.1, 0.0, 0.1], [-0.3, 0.1, 0.1], [-0.1, 0.0, 0.1], [0.0, 0.3, -0.1]],
  "total_charge": -1,
  "homo_lumo_gap_ev": 8.372
}